No. 1
{
  "formula": "C28H72BBrClN8O14P2S",
  "method": "the ωB97M-V functional and the def2-TZVPD basis",
  "total_charge": 1,
  "gap_ev": 7.828,
  "e_homo_ha": -0.4171,
  "energy_ev": -183432.392,
  "lumo_ev": -3.523,
  "elements": ["C", "C", "C", "C", "N", "C", "S", "N", "C", "C", "C", "C", "N", "C", "N", "N", "C", "N", "N", "C", "C", "C", "P", "P", "O", "O", "O", "N", "C", "C", "C", "C", "Cl", "O", "B", "O", "O", "C", "C", "Br", "H", "H", "H", "H", "H", "H", "H", "H", "H", "H", "H", "H", "H", "H", "H", "H", "H", "H", "H", "H", "H", "H", "H", "H", "H", "H", "H", "H", "H", "H", "H", "H", "H", "H", "H", "H", "H", "H", "H", "H", "C", "O", "H", "H", "H", "H", "C", "O", "H", "H", "H", "H", "C", "O", "H", "H", "H", "H", "C", "O", "H", "H", "H", "H", "C", "O", "H", "H", "H", "H", "C", "O", "H", "H", "H", "H", "C", "O", "H", "H", "H", "H", "C", "O", "H", "H", "H", "H"],
  "xyz": [[-2.189903, -1.559169, 6.712635], [-1.017439, -1.037544, 5.731545], [-0.880472, -1.929357, 4.431926], [-1.097296, -1.307863, 2.999024], [-1.177719, -2.547374, 2.100695], [-0.110741, -3.203902, 2.049646], [1.188793, -4.185320, 2.320072], [0.079750, -0.565736, 2.442239], [0.508936, 0.591305, 3.262903], [1.656444, 0.303626, 4.323615], [2.777434, 1.449745, 4.149780], [2.229242, 2.705046, 4.981968], [3.197364, 3.822012, 5.034291], [2.930875, 4.868771, 4.058253], [3.947778, 5.533660, 3.595748], [1.600044, 5.276428, 3.580878], [-0.171785, -0.194376, 1.045904], [0.857816, 0.041855, 0.225989], [0.611422, 0.365064, -1.121924], [0.685111, -0.687127, -1.913965], [1.466505, -0.473796, -3.284348], [0.042984, -2.097572, -1.691952], [2.565754, -0.015416, 0.680430], [3.509504, -1.788176, -0.260563], [2.629589, -3.024337, -0.226407], [4.172818, -1.427329, -1.752716], [4.844493, -2.124733, 0.752169], [-1.451672, -0.151060, 0.396459], [-2.586408, 0.217633, 1.321657], [-2.461714, 1.773298, 1.499351], [-2.041811, 2.676778, 0.279073], [-0.463344, 3.018121, 0.213477], [-2.540341, 2.200241, -1.391324], [-3.713520, -0.308112, 0.639592], [-4.872575, 0.470966, 0.498435], [-5.744989, 0.945304, 1.536606], [-5.298603, 0.783644, -0.835165], [-2.516077, -0.628967, 2.715453], [-3.147062, 0.299584, 3.820167], [-3.788976, -2.206408, 2.684473], [-2.577824, -2.572267, 6.421980], [-3.005174, -0.773809, 6.754123], [-1.767802, -1.677133, 7.760109], [-1.100643, 0.078791, 5.546678], [-0.081849, -1.126061, 6.372957], [-1.628813, -2.777947, 4.525645], [0.129920, -2.437265, 4.550401], [0.943269, 1.361659, 2.544102], [-0.320521, 1.138089, 3.804947], [2.130558, -0.684516, 4.065209], [1.327433, 0.386154, 5.398112], [3.758269, 1.077501, 4.580984], [2.977811, 1.704368, 3.071576], [2.126367, 2.319763, 6.047284], [1.187222, 2.985118, 4.653809], [3.241900, 4.213205, 5.983622], [3.573839, 6.248295, 2.948825], [1.414854, 4.677736, 2.761279], [0.872312, 5.088674, 4.279005], [1.595442, -1.484370, -3.778131], [0.720497, 0.086285, -3.959496], [2.427703, 0.083411, -3.151184], [-0.973980, -2.127184, -2.226857], [0.703956, -2.848299, -2.216002], [-0.098403, -2.346807, -0.595223], [2.751403, -0.300386, 2.067271], [4.494519, -2.295949, -2.084292], [4.534879, -1.950220, 1.664891], [-1.717694, -1.100001, 0.080502], [-3.327897, 2.291010, 2.019367], [-1.620670, 1.914811, 2.260976], [-2.510007, 3.696140, 0.459321], [-0.311477, 4.134224, 0.375166], [-0.077190, 2.823244, -0.830102], [0.129972, 2.506683, 1.018237], [-5.639211, 1.900131, 1.674502], [-6.270200, 0.822264, -0.818982], [-2.447210, 1.077246, 4.257006], [-3.496925, -0.373005, 4.665514], [-4.066033, 0.854633, 3.488692], [-2.137131, 0.470154, -5.545044], [-0.735166, 0.352159, -5.772197], [-2.297561, 0.970035, -4.590238], [-2.590602, 1.061946, -6.344119], [-2.590587, -0.523628, -5.513670], [-0.621018, -0.091820, -6.619452], [-0.381031, 3.292980, -8.386352], [-1.227002, 3.524732, -7.265305], [-0.393256, 4.178215, -9.020072], [0.641159, 3.105546, -8.047874], [-0.746365, 2.436336, -8.957533], [-1.200351, 2.730258, -6.719853], [-3.619629, -3.242346, -3.239719], [-2.221233, -3.374984, -3.471746], [-3.770294, -2.737041, -2.285670], [-4.074226, -2.649502, -4.037005], [-4.084266, -4.230508, -3.201828], [-2.114754, -3.824808, -4.318396], [-2.103326, -7.150477, -3.309473], [-1.499450, -6.391580, -4.350495], [-3.153994, -7.302437, -3.552802], [-1.609567, -8.121158, -3.223103], [-2.026906, -6.609075, -2.362713], [-0.574340, -6.270809, -4.113881], [6.455595, 1.610076, 3.899114], [5.977443, 1.687723, 2.560361], [6.179295, 0.640635, 4.314355], [7.543249, 1.710363, 3.912325], [6.000667, 2.403643, 4.497942], [6.232359, 2.550321, 2.215914], [6.992023, -1.896470, -4.162667], [6.534974, -0.612114, -3.759896], [7.090911, -1.907599, -5.246908], [7.964602, -2.104260, -3.710186], [6.270409, -2.662000, -3.859119], [6.455440, -0.625778, -2.800402], [-6.947472, -1.673686, 4.993821], [-7.187053, -1.188867, 3.680649], [-7.883951, -1.653535, 5.549413], [-6.576984, -2.701617, 4.949847], [-6.215410, -1.035871, 5.498639], [-6.346900, -1.215900, 3.209635], [2.608736, 3.068467, -10.931945], [1.386805, 2.343609, -10.860079], [2.385507, 4.133538, -10.888384], [3.250819, 2.800005, -10.088890], [3.118610, 2.845448, -11.872449], [1.608403, 1.408060, -10.900461]],
  "atomic_forces_ev_per_a": [[0.56, 0.80, 0.19], [0.00, -0.09, 1.31], [0.21, 0.02, 1.13], [-0.53, -1.56, -0.68], [4.04, -0.85, -0.43], [0.12, -1.27, 1.58], [-2.95, 2.22, -0.99], [-1.86, 1.92, -1.19], [1.18, 1.64, 0.91], [1.02, 0.80, -1.18], [-0.63, -0.09, 0.87], [0.74, -1.32, 0.86], [-1.89, 0.55, -0.64], [2.11, 1.97, -0.68], [-1.85, -1.32, 0.42], [0.53, -1.74, 0.41], [-0.04, -0.81, -0.41], [-2.83, -2.16, 2.44], [2.68, -0.85, -1.00], [0.24, -0.40, -1.06], [-2.54, -0.15, -0.07], [0.58, 0.51, 0.03], [1.55, 2.20, -1.06], [0.49, -4.27, 0.57], [1.29, 2.67, -0.80], [-0.71, -0.64, 2.62], [-2.10, 1.79, -1.30], [0.68, -0.79, 2.48], [0.41, -1.32, -0.03], [0.29, 0.67, 0.93], [1.26, 1.57, 0.21], [-0.39, 0.74, -0.29], [-0.22, -0.02, 0.78], [-0.23, 2.35, -0.10], [-1.75, 1.02, -1.81], [2.02, -0.52, -0.50], [0.38, -1.38, 2.21], [-0.79, 1.20, 0.70], [-0.07, -0.38, 1.39], [0.08, 0.86, 0.13], [0.21, 1.12, 0.08], [0.69, -1.23, 0.03], [-0.59, 0.26, -1.24], [-0.14, -1.46, 0.11], [-0.92, -0.02, -1.14], [0.80, 1.16, -0.36], [-1.13, 0.69, -0.92], [-0.57, -0.92, 0.84], [0.51, -0.86, -0.83], [-0.66, 0.74, 0.64], [0.13, -0.60, -1.28], [-1.17, 0.68, -0.36], [-0.24, -0.16, 1.01], [0.02, 0.45, -1.23], [0.99, -0.18, 0.11], [0.13, -0.11, -0.69], [0.25, -0.24, 0.55], [-0.24, 0.58, 0.39], [0.28, 0.01, -0.35], [0.07, 1.23, 0.66], [1.33, -0.54, 0.70], [-1.07, -0.51, 0.00], [1.43, 0.28, 0.60], [-0.87, 0.65, 0.93], [0.31, 0.10, -1.36], [-0.75, -0.67, -0.60], [-0.21, 0.51, -0.06], [0.43, -0.37, -0.38], [0.47, 0.54, -0.43], [0.74, -1.12, -0.76], [-0.98, -0.20, -0.97], [0.22, -1.48, -0.30], [-0.32, -1.32, -0.08], [-0.25, -0.12, 1.45], [-0.51, 0.30, -0.94], [-0.42, -0.35, -0.16], [0.37, 0.38, -0.10], [-0.65, -0.96, -0.65], [0.57, 1.00, -0.90], [0.90, -0.85, -0.08], [-0.02, -0.16, -0.22], [0.13, 0.10, 0.02], [0.11, -0.02, -0.05], [-0.23, -0.03, 0.12], [-0.18, 0.10, 0.06], [0.10, 0.05, 0.08], [-0.08, -0.23, 0.27], [-0.14, 0.03, 0.12], [-0.05, -0.06, 0.07], [0.06, -0.02, -0.22], [0.18, 0.07, -0.18], [0.09, 0.16, -0.01], [0.07, -0.14, -0.23], [0.02, 0.17, -0.02], [0.08, -0.01, -0.05], [-0.19, 0.00, 0.12], [-0.15, 0.09, 0.05], [0.11, -0.17, 0.18], [0.24, 0.07, 0.06], [-0.03, 0.17, -0.16], [0.10, 0.05, -0.07], [-0.15, -0.05, 0.12], [-0.12, -0.13, 0.08], [-0.07, -0.01, -0.09], [0.04, 0.36, -0.13], [-0.17, -0.18, -0.10], [0.02, 0.01, -0.12], [-0.01, -0.07, 0.20], [0.09, -0.07, 0.16], [-0.09, -0.07, -0.01], [0.02, 0.21, 0.31], [-0.09, -0.01, -0.05], [-0.06, 0.06, 0.08], [0.00, -0.21, -0.11], [0.10, -0.21, -0.13], [0.01, 0.16, -0.09], [0.17, 0.02, -0.33], [-0.09, 0.03, 0.03], [0.04, 0.03, -0.10], [0.01, -0.02, 0.24], [-0.01, -0.10, 0.21], [-0.09, 0.09, -0.05], [0.00, -0.29, -0.02], [-0.10, 0.01, 0.05], [-0.08, -0.10, 0.00], [0.14, 0.15, -0.05], [0.14, 0.15, 0.05], [-0.09, 0.07, -0.03]]
}

No. 2
{
  "formula": "C28H72N5O12",
  "method": "the ωB97M-V functional and the def2-TZVPD basis",
  "e_above_lowest_kj_mol": 0.0,
  "total_charge": -1,
  "gap_ev": 7.970,
  "e_homo_ha": -0.2031,
  "energy_ev": -62217.383,
  "lumo_ev": 2.443,
  "elements": ["N", "O", "O", "O", "C", "C", "C", "O", "H", "H", "H", "H", "H", "H", "H", "H", "C", "C", "C", "O", "H", "H", "H", "H", "H", "H", "H", "H", "C", "O", "C", "C", "N", "C", "C", "O", "C", "H", "H", "H", "H", "H", "H", "H", "H", "H", "H", "H", "H", "H", "H", "H", "C", "O", "C", "C", "N", "C", "C", "O", "C", "H", "H", "H", "H", "H", "H", "H", "H", "H", "H", "H", "H", "H", "H", "H", "C", "O", "C", "C", "N", "C", "C", "O", "C", "H", "H", "H", "H", "H", "H", "H", "H", "H", "H", "H", "H", "H", "H", "H", "C", "C", "C", "O", "C", "N", "H", "H", "H", "H", "H", "H", "H", "H", "H", "H", "H"],
  "xyz": [[10.764641, -1.411790, -14.454857], [11.396841, -0.596560, -13.734561], [9.960932, -2.196347, -13.925272], [10.907343, -1.343627, -15.708053], [8.830796, -1.327676, -18.827029], [9.310076, -2.754081, -18.717498], [10.639892, -3.035237, -19.437765], [9.508900, -3.090313, -17.347127], [9.535279, -0.585845, -18.441036], [7.893770, -1.170393, -18.292736], [8.724934, -1.033669, -19.876653], [8.585420, -3.454695, -19.141390], [11.376226, -2.282946, -19.138329], [10.492212, -2.943874, -20.517079], [11.045078, -3.997096, -19.134949], [9.980361, -2.352380, -16.904076], [11.332860, -6.499858, -17.141832], [11.555130, -5.729850, -15.847511], [12.556488, -4.551840, -16.006257], [10.326377, -5.085584, -15.507163], [10.682578, -7.365113, -16.992715], [12.281844, -6.925145, -17.497313], [10.903480, -5.956013, -17.983480], [11.782686, -6.373572, -14.998793], [12.583452, -3.999319, -15.069265], [12.204637, -3.940835, -16.835490], [13.579988, -4.881702, -16.222386], [10.112676, -4.409430, -16.177582], [9.054107, 1.475989, -15.843129], [9.911495, 2.583937, -15.990924], [11.276993, 2.226535, -15.900948], [11.820086, 1.510351, -17.153806], [12.006067, 2.410383, -18.302107], [10.855637, 3.107116, -18.836241], [9.766534, 2.196161, -19.463746], [9.010424, 2.887715, -20.443120], [8.085960, 3.834278, -19.935827], [9.120530, 0.764466, -16.676572], [8.032965, 1.848873, -15.806678], [9.357237, 0.863460, -14.985410], [11.435600, 1.564222, -15.039726], [11.914997, 3.099730, -15.756057], [11.245175, 0.633610, -17.446358], [12.811254, 1.147323, -16.873154], [12.768112, 3.052075, -18.144824], [11.075212, 3.795442, -19.656128], [10.358408, 3.705031, -18.066311], [9.155633, 1.736995, -18.680286], [10.140694, 1.347990, -20.041028], [7.176244, 3.337758, -19.584835], [7.769165, 4.394042, -20.819319], [8.525482, 4.518563, -19.210999], [14.965371, -3.725452, -13.403910], [14.404118, -2.500085, -13.732214], [15.110415, -1.773794, -14.717883], [14.673114, -0.316687, -14.760949], [14.817663, 0.351305, -13.467671], [16.167236, 0.336813, -12.918360], [16.145144, 1.129220, -11.612892], [15.326817, 0.467861, -10.646783], [15.187225, 1.274495, -9.522728], [14.910868, -4.442990, -14.237498], [14.326994, -4.183300, -12.645510], [15.994086, -3.670990, -13.027041], [14.967552, -2.266400, -15.686321], [16.173128, -1.869614, -14.461837], [13.634237, -0.257368, -15.088620], [15.322082, 0.266084, -15.437020], [14.495142, 1.304233, -13.566989], [16.899149, 0.882200, -13.539167], [16.569021, -0.661712, -12.778541], [15.696846, 2.119549, -11.767347], [17.141776, 1.328483, -11.202075], [16.059692, 1.536059, -8.915752], [14.436170, 0.848064, -8.847164], [14.642402, 2.205909, -9.757068], [7.186579, 1.215785, -12.343960], [7.346731, -0.127574, -11.955483], [8.564226, -0.456872, -11.306177], [8.740584, 0.133727, -9.909180], [9.997256, -0.386362, -9.365770], [10.088422, -0.200357, -7.902118], [10.053012, 1.254041, -7.416569], [8.764531, 1.818713, -7.582488], [8.781849, 3.195228, -7.331773], [7.854692, 1.461192, -13.174855], [7.377900, 1.871248, -11.488875], [6.153938, 1.352443, -12.660706], [9.397075, -0.124989, -11.938766], [8.698497, -1.538663, -11.281325], [7.859270, -0.203604, -9.342140], [8.702946, 1.219066, -9.940445], [9.947169, -1.396603, -9.461129], [11.043703, -0.633609, -7.599482], [9.295519, -0.764047, -7.392669], [10.739764, 1.804140, -8.070321], [10.389378, 1.296065, -6.377627], [9.521847, 3.718089, -7.945938], [8.997030, 3.389477, -6.270073], [7.801720, 3.652023, -7.470319], [5.687671, -1.389767, -14.510988], [6.041575, -2.849811, -14.101429], [6.311732, -3.705714, -15.306359], [6.486413, -5.047656, -14.890515], [6.838449, -5.908615, -15.941616], [7.152026, -2.790039, -13.144052], [5.191475, -0.859758, -13.701348], [5.017766, -1.444363, -15.381394], [6.565918, -0.815766, -14.810930], [5.132424, -3.167567, -13.579780], [7.249624, -3.345162, -15.750933], [5.542312, -3.666686, -16.087597], [7.419686, -6.736611, -15.548717], [7.391063, -5.371738, -16.720528], [5.911154, -6.249572, -16.433155], [6.925400, -2.080677, -12.442478], [7.981797, -2.356425, -13.565756]],
  "atomic_forces_ev_per_a": [[-0.18, 1.12, 1.21], [-0.18, -0.50, -0.66], [0.39, 0.03, -0.73], [0.03, -0.28, -0.22], [-0.02, 0.52, -0.65], [1.23, -0.49, 0.50], [-0.31, 0.97, -0.07], [-0.50, 0.04, -0.17], [0.26, -0.39, 0.28], [-0.09, -0.13, -0.10], [-0.32, -0.13, -0.01], [-0.28, 0.09, 0.29], [0.00, 0.03, -0.01], [0.22, -0.26, -0.05], [-0.20, -0.17, -0.24], [0.01, -0.08, 0.44], [0.84, -1.27, -0.09], [-0.92, 2.19, -0.88], [0.29, -1.31, 0.18], [-0.30, -0.58, 0.38], [-0.13, 0.10, 0.22], [0.01, 0.08, -0.03], [0.03, 0.53, 0.34], [0.21, -0.14, -0.14], [-0.15, 0.27, -0.14], [0.03, 0.25, 0.11], [-0.05, -0.07, -0.11], [0.08, -0.21, 0.17], [0.33, -0.65, -0.21], [0.10, 0.51, -0.02], [0.32, -1.28, -0.25], [0.11, 1.04, 0.11], [0.28, -0.53, -0.72], [-1.20, -0.15, -0.14], [0.43, -0.44, 0.04], [-0.24, 0.32, 0.43], [-0.14, -0.23, -1.04], [0.01, 0.22, -0.16], [0.00, -0.02, 0.30], [-0.36, 0.26, 0.29], [-0.09, -0.03, 0.05], [-0.42, 0.41, 0.02], [-0.15, 0.05, 0.12], [-0.01, -0.14, -0.12], [-0.03, 0.04, 0.13], [0.75, -0.10, 0.08], [-0.08, 0.10, 0.04], [-0.38, 0.29, 0.01], [0.67, 0.12, 0.24], [0.15, 0.00, 0.53], [0.06, 0.25, 0.15], [-0.11, -0.08, 0.18], [-0.49, -0.88, -0.13], [-0.32, 0.76, 0.11], [0.23, -0.50, 0.29], [0.39, 0.31, 0.44], [0.15, -0.78, 0.18], [-0.37, 1.39, 0.31], [-0.61, -0.43, 0.29], [1.07, 0.20, 0.04], [-2.00, 0.61, 0.82], [0.34, 0.18, -0.16], [0.11, 0.25, 0.21], [0.05, 0.18, -0.07], [-0.02, 0.20, -0.19], [0.19, 0.22, -0.24], [-0.03, 0.02, 0.14], [-0.08, -0.63, -0.69], [-0.05, 0.01, 0.17], [0.12, -0.12, -0.33], [-0.30, -0.18, 0.18], [0.01, 0.08, -0.35], [0.17, -0.30, -0.06], [0.45, -0.28, -0.42], [0.41, -0.64, -0.05], [0.54, 0.24, -0.39], [0.35, -0.18, 0.33], [-0.52, -0.44, 0.54], [1.19, 0.89, -0.71], [-0.76, -0.87, -0.60], [-0.42, 0.54, 0.96], [-0.20, 0.18, -0.12], [0.12, -0.63, -1.20], [-0.20, -0.08, 0.22], [-0.04, 0.36, 0.78], [0.07, 0.12, 0.06], [0.00, 0.24, -0.18], [-0.01, -0.08, -0.03], [0.09, 0.06, 0.00], [-0.53, -0.11, -0.01], [0.04, 0.17, 0.32], [0.34, -0.01, 0.11], [0.26, 0.03, -0.42], [0.03, 0.08, 0.14], [-0.10, 0.07, 0.16], [0.27, 0.15, 0.22], [-0.05, 0.15, 0.12], [0.00, 0.00, -0.06], [0.33, 0.00, -0.04], [-0.09, -0.38, -0.45], [-0.26, -0.69, -1.05], [-0.33, 2.10, 0.74], [0.94, -0.46, 0.18], [0.09, 0.05, 0.26], [-0.67, 0.55, -0.46], [0.09, -0.16, 0.25], [0.01, -0.04, 0.08], [-0.13, 0.34, 0.13], [0.14, -0.10, 0.04], [0.21, -0.59, 0.04], [0.06, -0.03, -0.17], [-0.29, 0.27, 0.18], [0.02, -0.05, -0.03], [0.38, -0.12, 0.16], [0.15, -0.34, 0.04], [-0.33, -0.46, -0.26], [-0.20, -0.60, -0.27]]
}